(1)
{"formula": "C6H6N", "method": "ωB97M-V with the def2-TZVPD basis set", "elements": ["C", "C", "C", "C", "N", "C", "C", "H", "H", "H", "H", "H", "H"], "positions_angstrom": [[0.109, -2.819, 0.570], [1.334, -2.617, -0.049], [0.294, -1.701, -0.284], [-0.210, -0.515, -0.801], [-0.301, 0.642, -0.234], [-0.091, 1.379, 0.993], [-0.826, 1.931, -0.227], [2.338, -2.865, -0.132], [-0.908, -0.833, -1.686], [0.804, 1.940, 1.244], [-0.464, 0.894, 1.895], [-1.816, 2.132, -0.317], [-0.265, 2.433, -0.973]], "gap_ev": [8.25, 8.25], "smiles": "C1=CC=1C=[N+]1CC1", "e_lumo_ev": [-5.29, -5.29], "total_charge": 1, "e_above_lowest_kcal_mol": 105.4, "max_force_ev_per_a": 4.76}

(2)
{"formula": "C6H6N2", "method": "ωB97M-V with the def2-TZVPD basis set", "elements": ["C", "C", "C", "C", "C", "C", "N", "N", "H", "H", "H", "H", "H", "H"], "positions_angstrom": [[-2.473, 0.597, -0.054], [-1.490, 0.213, 0.561], [-0.384, -0.454, 1.309], [1.005, -0.022, 0.820], [1.174, 0.583, -0.557], [0.597, -0.466, -1.397], [0.073, -1.462, -0.778], [0.445, -1.389, 0.605], [-3.390, 1.038, -0.439], [-0.632, -0.642, 2.344], [1.839, 0.038, 1.496], [0.616, 1.586, -0.615], [2.172, 0.854, -0.838], [0.450, -0.475, -2.455]], "gap_ev": 9.95, "smiles": "C#C[C@@H]1[C@@H]2CC=NN12", "e_lumo_ev": 0.98, "e_above_lowest_kcal_mol": 89.7, "max_force_ev_per_a": 2.88}

(3)
{"formula": "C6H6N2", "method": "ωB97M-V with the def2-TZVPD basis set", "elements": ["C", "C", "C", "C", "C", "N", "N", "C", "H", "H", "H", "H", "H", "H"], "positions_angstrom": [[-0.969, 1.256, 1.245], [-0.931, -0.192, 1.265], [-0.199, -0.664, 0.108], [0.264, -1.803, -0.587], [0.963, -1.280, -1.512], [0.923, 0.146, -1.486], [0.192, 0.362, -0.506], [0.076, 1.580, 0.226], [-0.956, 1.839, 2.212], [-1.394, -0.879, 1.890], [-0.082, -2.905, -0.416], [1.265, -1.688, -2.709], [-0.225, 2.462, -0.578], [1.072, 1.766, 0.847]], "gap_ev": 8.41, "smiles": "C1=Cc2ccnn2C1", "e_lumo_ev": 0.30, "e_above_lowest_kcal_mol": 86.6, "max_force_ev_per_a": 11.59}

(4)
{"formula": "C6H6N2", "method": "ωB97M-V with the def2-TZVPD basis set", "elements": ["C", "C", "C", "C", "C", "C", "H", "H", "H", "H", "H", "H", "N", "N"], "positions_angstrom": [[-0.184, 0.940, -1.386], [0.274, 0.645, 0.014], [0.160, -0.671, 0.533], [0.010, -1.754, -0.386], [-0.564, -3.019, -0.577], [0.431, -0.628, 1.788], [0.380, 2.163, -1.792], [-1.557, 1.028, -1.265], [0.400, -0.073, -2.019], [0.601, 1.496, 1.857], [0.012, 2.610, 0.581], [-0.753, -3.869, -1.141], [0.461, 1.735, 0.900], [0.328, -0.603, 2.892]], "gap_ev": 8.09, "e_lumo_ev": -0.11, "e_above_lowest_kcal_mol": 165.0, "max_force_ev_per_a": 11.94}

(5)
{"formula": "C6H6N2", "method": "ωB97M-V with the def2-TZVPD basis set", "elements": ["C", "C", "N", "C", "C", "N", "C", "C", "H", "H", "H", "H", "H", "H"], "positions_angstrom": [[-2.126, 0.642, -0.120], [-2.178, -0.720, 0.021], [-1.007, -1.467, 0.183], [0.118, -0.702, -0.119], [0.121, 0.677, -0.070], [-0.915, 1.382, 0.038], [1.702, 0.752, 0.165], [1.739, -0.884, -0.148], [-2.895, 1.363, -0.079], [-3.163, -1.008, 0.054], [2.204, 1.105, 1.091], [2.149, 1.411, -0.798], [2.121, -1.204, 0.807], [2.131, -1.346, -1.024]], "gap_ev": 9.60, "smiles": "c1cnc2c(n1)CC2", "e_lumo_ev": 0.16, "e_above_lowest_kcal_mol": 62.5, "max_force_ev_per_a": 5.24}

(6)
{"formula": "C6H6N2O2", "method": "ωB97M-V with the def2-TZVPD basis set", "elements": ["O", "C", "C", "C", "N", "C", "O", "N", "H", "H", "H", "H", "C", "C", "H", "H"], "positions_angstrom": [[-1.929, 0.203, -3.052], [-1.169, -0.022, -2.191], [-0.366, -1.268, -2.098], [0.215, -1.604, -0.910], [0.312, -0.613, 0.127], [-0.180, 0.803, -0.039], [0.027, 1.675, 0.722], [-1.070, 0.837, -1.113], [-0.563, -2.111, -2.706], [0.768, -2.574, -0.818], [0.704, -0.993, 1.087], [-1.494, 1.691, -1.225], [1.074, 0.788, 3.616], [1.183, 1.357, 2.545], [0.968, -0.076, 4.414], [1.521, 1.907, 1.640]], "gap_ev": 9.97, "smiles": "O=c1cc[nH]c(=O)[nH]1.C#C", "e_lumo_ev": 0.49, "e_above_lowest_kcal_mol": 84.8, "max_force_ev_per_a": 5.47}

(7)
{"formula": "C6H6N2O2S", "method": "ωB97M-V with the def2-TZVPD basis set", "elements": ["C", "C", "C", "C", "C", "C", "N", "N", "O", "O", "S", "H", "H", "H", "H", "H", "H"], "positions_angstrom": [[-0.656, 1.701, 0.474], [-1.806, 1.784, -0.353], [-0.070, 0.560, 0.049], [0.847, -0.581, 0.562], [2.329, -0.365, 0.449], [-0.281, -1.272, -1.264], [-1.840, 0.845, -1.280], [-0.815, 0.084, -0.996], [4.577, 0.263, -0.329], [0.462, -1.700, -0.223], [3.179, 0.571, -0.595], [-0.697, 2.338, 1.392], [-2.548, 2.533, -0.326], [0.520, -0.765, 1.621], [3.018, -0.855, 1.146], [-1.236, -1.923, -1.535], [0.274, -1.148, -2.147]], "gap_ev": 8.91, "e_lumo_ev": -0.65, "e_above_lowest_kcal_mol": 57.4, "max_force_ev_per_a": 5.75}

(8)
{"formula": "C6H6N2S", "method": "ωB97M-V with the def2-TZVPD basis set", "elements": ["C", "C", "C", "C", "C", "C", "N", "N", "S", "H", "H", "H", "H", "H", "H"], "positions_angstrom": [[1.774, -0.112, 0.076], [1.341, 0.444, 1.308], [0.876, -0.664, -0.761], [0.008, 0.419, 1.614], [-1.344, 0.022, -1.504], [-0.564, -0.732, -0.390], [-2.192, 0.880, -1.168], [-0.916, -0.211, 0.893], [-2.551, 1.296, 0.309], [2.825, -0.088, -0.172], [2.052, 0.853, 2.008], [1.139, -1.025, -1.744], [-0.364, 0.867, 2.527], [-1.133, -0.186, -2.539], [-0.951, -1.764, -0.457]], "gap_ev": [6.62, 6.62], "e_lumo_ev": [-0.90, -0.90], "e_above_lowest_kcal_mol": 49.3, "max_force_ev_per_a": 2.22}

Which formula does entry 2 have? C6H6N2

What did the third record say?
{"formula": "C6H6N2", "method": "ωB97M-V with the def2-TZVPD basis set", "elements": ["C", "C", "C", "C", "C", "N", "N", "C", "H", "H", "H", "H", "H", "H"], "positions_angstrom": [[-0.969, 1.256, 1.245], [-0.931, -0.192, 1.265], [-0.199, -0.664, 0.108], [0.264, -1.803, -0.587], [0.963, -1.280, -1.512], [0.923, 0.146, -1.486], [0.192, 0.362, -0.506], [0.076, 1.580, 0.226], [-0.956, 1.839, 2.212], [-1.394, -0.879, 1.890], [-0.082, -2.905, -0.416], [1.265, -1.688, -2.709], [-0.225, 2.462, -0.578], [1.072, 1.766, 0.847]], "gap_ev": 8.41, "smiles": "C1=Cc2ccnn2C1", "e_lumo_ev": 0.30, "e_above_lowest_kcal_mol": 86.6, "max_force_ev_per_a": 11.59}